1.
22
Properties=species:S:1:pos:R:3:mulliken_charge:R:1 method="wB97M-V/def2-TZVPD" gap_ev=10.30 largest_force_ha_per_bohr=0.0462 charge=+1 homo_ev=-14.171 spin_multiplicity=1
N -1.052 2.102 -1.115 -0.279
C 0.100 2.386 -1.673 0.478
N 0.297 3.239 -2.704 -0.329
H -1.955 2.426 -1.476 0.257
H -1.045 1.238 -0.560 0.310
H 1.035 1.915 -1.254 0.192
H 1.220 3.420 -3.103 0.262
H -0.507 3.787 -2.984 0.240
C 0.700 0.198 0.325 -1.117
C 0.836 -1.063 1.068 -0.711
C -0.552 -1.742 1.143 -0.424
C -0.410 -3.157 1.738 -1.272
H 0.319 -0.050 -0.691 0.417
H 1.671 0.687 0.216 0.215
H -0.034 0.867 0.816 0.404
H 1.215 -1.001 2.091 0.416
H 1.513 -1.729 0.514 0.325
H -0.982 -1.926 0.140 0.289
H -1.295 -1.133 1.660 0.347
H 0.161 -3.868 1.118 0.319
H -1.372 -3.599 2.029 0.355
H 0.137 -2.998 2.702 0.304


2.
22
Properties=species:S:1:pos:R:3:mulliken_charge:R:1 method="wB97M-V/def2-TZVPD" gap_ev=9.92 largest_force_ha_per_bohr=0.0791 smiles=CC[NH2+]CCNC charge=+1 homo_ev=-12.893 spin_multiplicity=1
C -0.447 2.084 2.363 -1.065
C 0.001 1.757 0.911 -0.306
N -0.812 0.701 0.323 -0.216
C -0.166 -0.748 0.712 -0.378
C 1.012 -0.864 -0.253 -0.626
N 0.461 -0.846 -1.742 -0.346
C -0.057 -2.092 -2.319 -0.772
H -1.580 2.177 2.278 0.309
H -0.247 1.318 3.143 0.304
H -0.031 3.129 2.746 0.339
H -0.104 2.631 0.204 0.377
H 1.071 1.427 0.842 0.193
H -1.750 0.623 0.864 0.371
H -0.975 0.834 -0.753 0.426
H 0.384 -0.587 1.716 0.275
H -0.868 -1.655 0.625 0.372
H 1.650 0.030 -0.294 0.316
H 1.710 -1.817 -0.116 0.338
H 1.353 -0.498 -2.292 0.249
H -0.897 -2.493 -1.636 0.231
H 0.730 -3.019 -2.508 0.255
H -0.039 -1.904 -3.374 0.352


3.
22
Properties=species:S:1:pos:R:3:mulliken_charge:R:1 method="wB97M-V/def2-TZVPD" gap_ev=8.52 largest_force_ha_per_bohr=0.0928 smiles=NCCCCC[NH3+] charge=+1 homo_ev=-12.153 spin_multiplicity=1
N -0.345 1.340 -2.299 -0.505
C -1.386 1.253 -1.197 -0.807
C -1.248 -0.117 -0.486 -0.544
C 0.100 -0.743 -0.539 -0.588
C 1.241 -0.072 0.174 -0.642
C 0.882 -0.019 1.723 -0.725
N 0.644 -1.427 2.351 -0.351
H -0.551 0.877 -3.111 0.181
H -0.058 2.296 -2.509 0.186
H -1.189 1.915 -0.473 0.473
H -2.360 1.471 -1.621 0.366
H -1.905 -0.858 -0.976 0.332
H -1.789 -0.046 0.482 0.274
H 0.000 -1.808 -0.294 0.480
H 0.501 -0.802 -1.599 0.308
H 1.582 0.910 -0.059 0.358
H 2.239 -0.671 -0.019 0.335
H 1.785 0.258 2.256 0.389
H 0.053 0.644 1.975 0.406
H 1.537 -1.938 2.110 0.386
H 0.626 -1.394 3.364 0.364
H -0.098 -2.059 2.061 0.324